Entry 1:
{
  "formula": "C42H32BrFeN7O3S2Te",
  "method": "the ωB97M-V functional and the def2-TZVPD basis",
  "spin_multiplicity": 5,
  "molar_mass_g_mol": 1010.25,
  "e_homo_ev": [-0.98, -0.98],
  "total_charge": -2,
  "de_lowest_kcal_mol": 0.0,
  "species": ["Fe", "Br", "C", "C", "C", "C", "O", "C", "C", "N", "C", "C", "C", "C", "C", "C", "C", "C", "N", "C", "C", "H", "H", "H", "H", "H", "H", "H", "H", "H", "H", "N", "C", "C", "C", "C", "C", "C", "S", "O", "O", "N", "C", "N", "C", "C", "C", "N", "H", "H", "H", "H", "H", "H", "H", "H", "H", "C", "C", "C", "C", "C", "C", "N", "C", "C", "C", "C", "C", "C", "H", "H", "H", "H", "H", "H", "H", "H", "H", "H", "Te", "C", "C", "C", "C", "S", "H", "H", "H"],
  "coordinates": [[-0.495, -0.354, 0.327], [-5.226, 5.289, 0.349], [-3.923, 3.949, 0.754], [-3.936, 3.334, 2.015], [-3.006, 2.379, 2.319], [-2.010, 1.949, 1.379], [-1.175, 1.042, 1.708], [-2.028, 2.605, 0.103], [-1.048, 2.339, -0.912], [-0.220, 1.350, -0.897], [0.780, 1.216, -1.882], [0.932, 2.012, -2.988], [1.973, 1.781, -3.907], [2.873, 0.774, -3.705], [2.762, -0.053, -2.563], [3.679, -1.091, -2.266], [3.517, -1.824, -1.132], [2.416, -1.554, -0.289], [1.539, -0.623, -0.555], [1.703, 0.153, -1.660], [-2.981, 3.605, -0.174], [-4.684, 3.621, 2.745], [-2.998, 1.895, 3.289], [-1.033, 3.063, -1.732], [0.240, 2.818, -3.186], [2.054, 2.415, -4.782], [3.683, 0.601, -4.405], [4.505, -1.277, -2.943], [4.207, -2.614, -0.866], [2.247, -2.120, 0.624], [-2.963, 4.095, -1.141], [1.349, 0.898, 7.176], [0.950, -0.047, 6.208], [-0.388, -0.158, 5.838], [-0.768, -1.029, 4.832], [0.191, -1.798, 4.192], [1.517, -1.728, 4.589], [1.893, -0.872, 5.607], [-0.222, -2.808, 2.798], [1.037, -3.081, 2.133], [-0.972, -3.950, 3.257], [-1.064, -1.861, 1.795], [-2.400, -1.671, 1.883], [-2.888, -0.930, 0.847], [-4.172, -0.649, 0.851], [-5.041, -1.090, 1.841], [-4.451, -1.826, 2.855], [-3.160, -2.112, 2.902], [0.739, 1.703, 7.178], [2.296, 1.207, 7.012], [-1.127, 0.485, 6.305], [-1.803, -1.088, 4.518], [2.259, -2.305, 4.055], [2.943, -0.769, 5.862], [-4.534, -0.036, 0.028], [-6.094, -0.851, 1.833], [-5.045, -2.198, 3.687], [-2.103, 0.625, -4.890], [-1.133, -0.371, -4.977], [-0.789, -1.116, -3.864], [-1.405, -0.904, -2.614], [-2.406, 0.076, -2.558], [-2.735, 0.838, -3.671], [-0.998, -1.603, -1.478], [-1.030, -2.968, -1.564], [-0.331, -3.753, -0.619], [-0.374, -5.133, -0.645], [-1.100, -5.820, -1.617], [-1.804, -5.069, -2.551], [-1.783, -3.683, -2.529], [-2.364, 1.220, -5.759], [-0.622, -0.549, -5.918], [-0.018, -1.877, -3.927], [-2.890, 0.248, -1.605], [-3.502, 1.603, -3.586], [0.225, -3.253, 0.166], [0.167, -5.679, 0.121], [-1.133, -6.903, -1.630], [-2.399, -5.570, -3.309], [-2.364, -3.137, -3.261], [1.848, 1.353, 2.450], [3.882, 0.925, 2.838], [4.518, -0.293, 2.762], [5.898, -0.263, 3.108], [6.332, 0.983, 3.449], [5.029, 2.110, 3.358], [3.988, -1.189, 2.456], [6.543, -1.133, 3.096], [7.325, 1.287, 3.742]]
}

Entry 2:
{
  "formula": "C42H32F6N7O4PdSe",
  "method": "the ωB97M-V functional and the def2-TZVPD basis",
  "spin_multiplicity": 1,
  "molar_mass_g_mol": 998.13,
  "e_homo_ev": -9.17,
  "total_charge": 1,
  "de_lowest_kcal_mol": 0.0,
  "species": ["Pd", "C", "O", "C", "C", "C", "C", "C", "C", "C", "N", "C", "C", "N", "C", "C", "C", "C", "N", "C", "C", "N", "C", "C", "C", "C", "H", "H", "H", "H", "H", "H", "H", "H", "H", "H", "H", "H", "H", "H", "C", "C", "N", "C", "C", "C", "O", "O", "C", "O", "C", "C", "C", "F", "C", "C", "C", "N", "C", "C", "N", "C", "C", "H", "H", "H", "H", "H", "H", "H", "H", "H", "H", "H", "H", "H", "H", "H", "H", "H", "H", "F", "C", "C", "F", "C", "F", "C", "Se", "C", "F", "C", "F"],
  "coordinates": [[0.197, 2.387, -1.035], [-2.203, -3.587, -13.092], [-0.951, -3.346, -12.471], [-0.950, -2.744, -11.262], [0.306, -2.532, -10.688], [0.413, -1.926, -9.458], [-0.729, -1.512, -8.765], [-1.971, -1.725, -9.345], [-2.095, -2.337, -10.585], [-0.569, -0.870, -7.460], [0.583, -0.601, -6.889], [0.267, -0.009, -5.697], [-1.098, 0.084, -5.538], [-1.623, -0.472, -6.679], [-1.722, 0.658, -4.390], [-3.102, 0.789, -4.172], [-3.544, 1.377, -3.015], [-2.617, 1.823, -2.068], [-1.315, 1.696, -2.248], [-0.856, 1.136, -3.396], [0.576, 1.061, -3.560], [1.321, 1.578, -2.560], [2.636, 1.535, -2.629], [3.293, 0.967, -3.727], [2.558, 0.447, -4.762], [1.158, 0.489, -4.692], [-1.981, -4.077, -14.034], [-2.733, -2.651, -13.287], [-2.827, -4.242, -12.480], [1.183, -2.856, -11.232], [1.383, -1.760, -9.011], [-2.882, -1.414, -8.846], [-3.077, -2.485, -11.008], [-2.595, -0.585, -6.905], [-3.811, 0.438, -4.911], [-4.599, 1.504, -2.819], [-2.925, 2.300, -1.149], [3.169, 1.986, -1.802], [4.374, 0.954, -3.745], [3.029, 0.009, -5.632], [3.403, 2.664, 6.331], [2.122, 3.050, 5.607], [1.914, 2.294, 4.373], [2.263, 2.861, 3.188], [2.118, 2.290, 1.971], [2.572, 3.112, 0.789], [3.647, 3.682, 0.879], [1.798, 3.250, -0.241], [1.591, 0.950, 1.866], [1.382, 0.340, 0.820], [1.330, 0.300, 3.176], [0.931, -1.034, 3.189], [0.636, -1.658, 4.371], [0.236, -2.951, 4.343], [0.711, -0.981, 5.592], [1.137, 0.335, 5.583], [1.460, 0.991, 4.389], [0.367, -1.559, 6.850], [0.419, -3.004, 7.028], [0.220, -3.298, 8.525], [0.581, -2.061, 9.294], [-0.425, -0.962, 9.043], [-0.779, -0.994, 7.552], [3.525, 3.273, 7.227], [4.266, 2.832, 5.687], [3.405, 1.614, 6.624], [2.157, 4.101, 5.326], [1.241, 2.936, 6.241], [2.682, 3.856, 3.256], [0.839, -1.556, 2.245], [1.232, 0.842, 6.533], [1.390, -3.365, 6.691], [-0.352, -3.545, 6.474], [0.841, -4.120, 8.871], [-0.818, -3.514, 8.770], [1.484, -1.731, 8.948], [0.666, -2.254, 10.290], [0.057, -0.030, 9.331], [-1.281, -1.142, 9.690], [-0.983, 0.014, 7.202], [-1.686, -1.584, 7.375], [-2.463, -0.654, 4.951], [-2.167, 0.232, 3.990], [-1.824, 1.527, 4.324], [-1.792, 1.887, 5.620], [-1.505, 2.436, 3.334], [-1.159, 3.666, 3.731], [-1.524, 2.104, 1.982], [-1.153, 3.464, 0.703], [-1.854, 0.787, 1.689], [-1.889, 0.360, 0.424], [-2.172, -0.141, 2.662], [-2.469, -1.399, 2.329]]
}

Entry 3:
{
  "formula": "C42H33AlF10N5O7P",
  "method": "the ωB97M-V functional and the def2-TZVPD basis",
  "spin_multiplicity": 1,
  "molar_mass_g_mol": 967.69,
  "e_homo_ev": -13.42,
  "total_charge": 2,
  "de_lowest_kcal_mol": 17.9,
  "species": ["Al", "C", "C", "N", "C", "C", "C", "O", "O", "C", "O", "C", "C", "C", "F", "C", "C", "C", "N", "C", "C", "N", "C", "C", "H", "H", "H", "H", "H", "H", "H", "H", "H", "H", "H", "H", "H", "H", "H", "H", "H", "H", "O", "C", "O", "C", "C", "N", "N", "C", "C", "O", "O", "H", "H", "H", "F", "C", "F", "F", "C", "C", "C", "C", "C", "C", "P", "C", "C", "C", "C", "C", "C", "C", "F", "F", "F", "C", "C", "C", "C", "C", "C", "C", "F", "F", "F", "H", "H", "H", "H", "H", "H", "H", "H", "H", "H", "H", "H"],
  "coordinates": [[-0.498, -0.775, -2.088], [-1.589, 5.194, 2.168], [-2.831, 4.506, 1.607], [-2.482, 3.173, 1.133], [-1.988, 3.093, -0.102], [-1.508, 1.940, -0.669], [-0.876, 2.047, -2.039], [-0.615, 3.123, -2.506], [-0.611, 0.892, -2.572], [-1.554, 0.727, 0.046], [-1.127, -0.403, -0.405], [-2.093, 0.810, 1.382], [-2.180, -0.336, 2.189], [-2.622, -0.255, 3.477], [-2.724, -1.393, 4.187], [-2.987, 0.973, 4.073], [-2.935, 2.099, 3.264], [-2.518, 2.051, 1.926], [-3.354, 1.090, 5.412], [-2.961, 0.072, 6.368], [-2.869, 0.697, 7.757], [-4.191, 1.265, 8.122], [-4.582, 2.306, 7.138], [-4.641, 1.669, 5.750], [-1.842, 6.191, 2.514], [-0.832, 5.288, 1.391], [-1.163, 4.631, 2.995], [-3.204, 5.070, 0.751], [-3.636, 4.456, 2.341], [-1.952, 4.000, -0.694], [-1.916, -1.299, 1.783], [-3.190, 3.049, 3.700], [-1.974, -0.313, 6.111], [-3.665, -0.773, 6.392], [-2.138, 1.508, 7.758], [-2.572, -0.060, 8.484], [-4.164, 1.654, 9.071], [-4.894, 0.512, 8.117], [-3.828, 3.095, 7.168], [-5.554, 2.724, 7.402], [-4.922, 2.421, 5.014], [-5.424, 0.893, 5.747], [-3.510, -5.381, -3.331], [-3.024, -5.540, -2.124], [-3.368, -6.410, -1.374], [-2.000, -4.540, -1.649], [-1.391, -4.593, -0.400], [-0.599, -3.519, -0.288], [-0.649, -2.761, -1.387], [-1.489, -3.369, -2.228], [-1.727, -2.669, -3.518], [-2.364, -3.159, -4.416], [-1.179, -1.489, -3.508], [-3.151, -4.633, -3.867], [-1.517, -5.335, 0.363], [0.019, -3.284, 0.479], [5.202, -0.316, 3.367], [5.776, -0.197, 2.161], [6.367, 1.006, 2.131], [6.745, -1.115, 2.095], [4.790, -0.351, 1.029], [5.280, -0.296, -0.272], [4.411, -0.425, -1.339], [3.048, -0.600, -1.107], [2.569, -0.654, 0.197], [3.437, -0.532, 1.269], [1.881, -0.710, -2.501], [2.099, 0.872, -3.358], [2.527, 1.974, -2.617], [2.445, 3.243, -3.153], [1.922, 3.414, -4.426], [1.497, 2.326, -5.175], [1.571, 1.055, -4.634], [1.861, 4.813, -4.978], [3.063, 5.184, -5.453], [1.540, 5.705, -4.030], [0.982, 4.954, -5.969], [2.560, -2.119, -3.432], [3.075, -2.079, -4.721], [3.528, -3.248, -5.313], [3.482, -4.447, -4.615], [2.965, -4.494, -3.327], [2.500, -3.333, -2.747], [3.961, -5.723, -5.267], [4.992, -5.516, -6.089], [4.351, -6.626, -4.359], [2.984, -6.294, -5.989], [6.337, -0.146, -0.432], [4.787, -0.373, -2.351], [1.503, -0.776, 0.361], [3.074, -0.570, 2.284], [2.922, 1.848, -1.619], [2.754, 4.103, -2.579], [1.081, 2.474, -6.159], [1.187, 0.207, -5.186], [3.146, -1.147, -5.262], [3.920, -3.235, -6.318], [2.936, -5.432, -2.793], [2.096, -3.354, -1.743]]
}